Molecular formula: C6H8N4
Method: DFT, ωB97M-V with the def2-TZVPD basis set

Results
Energy above the lowest of the compared OMol25 structures with the same formula, charge and spin in eV: 3.217
Energy in eV: -12287.88703
LUMO level in eV: -9.22
Charge: +2
Orbital gap in eV: 8.03

Structure (XYZ):
```
18
Properties=species:S:1:pos:R:3:forces:R:3
C -0.32323 0.35954 -2.66128 0.2402 0.0887 3.8420
C -0.79634 0.94809 1.62747 0.4245 0.0125 -0.6675
C 0.82496 -0.24554 -1.93114 -1.1668 1.3656 1.6544
C -1.68468 0.84293 -0.81960 1.4124 0.5894 3.5545
C -1.31260 -0.93878 3.18037 -0.2170 0.3400 0.5393
C -0.88743 0.65113 0.31586 -2.7357 1.3669 -1.6021
N -1.35996 0.90160 -2.12098 0.5324 -1.2895 -1.7742
N -1.12917 -0.01789 2.53141 0.4388 -1.7381 0.3740
N 0.88858 -0.00792 -0.64684 0.8275 -1.7907 -0.8335
N 2.01898 -0.68548 0.13582 0.2730 -0.6487 -0.0858
H -0.15149 0.30659 -3.66300 -0.1671 0.4431 -2.9732
H -0.33720 1.80548 2.09927 -0.3445 0.4476 -0.3204
H 1.53723 -0.70399 -2.56923 0.9630 -0.8583 -0.1028
H -2.73322 1.13159 -0.56390 0.9137 -0.2042 -0.2213
H -1.45718 -1.75494 3.87870 -0.1625 0.1279 -0.2052
H 2.95755 -0.25212 0.01959 -0.5814 0.0701 -0.2347
H 2.15831 -1.73305 0.05438 -0.4601 1.0879 -0.7756
H 1.78691 -0.60725 1.13312 -0.1903 0.5897 -0.1678
```
Forces are in eV/Å.

Mulliken charges, unit e, in atom order:
1 C -0.136
2 C -0.554
3 C 0.035
4 C -0.090
5 C 0.080
6 C 0.427
7 N -0.372
8 N 0.066
9 N -0.241
10 N -0.409
11 H 0.406
12 H 0.375
13 H 0.437
14 H 0.361
15 H 0.463
16 H 0.410
17 H 0.418
18 H 0.326

---

Molecular formula: C10H23FIN4O2
Method: DFT, ωB97M-V with the def2-TZVPD basis set

Results
Energy in eV: -31611.50752
LUMO level in eV: -3.10
Charge: +1
Orbital gap in eV: 9.19

Structure (XYZ):
```
41
Properties=species:S:1:pos:R:3:forces:R:3
F -0.78967 2.50874 1.78446 -0.0123 0.1535 0.0966
C 0.49717 3.11730 1.81460 0.0906 -0.1716 -0.0536
C 1.43886 2.01563 1.37462 0.0805 -0.0059 -0.1173
N 0.99552 1.56612 0.01659 0.4780 -0.3074 -0.2546
C 0.92786 2.71284 -0.97096 0.0643 -0.0853 0.0278
C 0.15629 3.90126 -0.41878 -0.0403 -0.0929 -0.0127
I 0.52100 5.55087 -1.70562 -0.0087 0.0891 -0.0707
N 0.58962 4.21096 0.93080 -0.1580 0.0348 0.0047
H 0.67737 3.43066 2.83967 0.0486 -0.0021 -0.0065
H 2.44893 2.40339 1.26582 0.0263 -0.0081 0.0767
H 1.44109 1.16060 2.04495 -0.1024 -0.0194 -0.0150
H 0.10608 1.06664 0.07754 -0.0900 0.1951 0.1174
H 1.67663 0.87338 -0.34374 -0.0431 -0.1549 -0.0110
H 0.46390 2.33680 -1.87935 -0.0040 0.0053 -0.0195
H 1.95999 2.97680 -1.19225 0.0352 0.0437 0.0957
H -0.91812 3.72693 -0.48499 0.0033 -0.0436 0.0194
H 0.15850 5.05234 1.29169 -0.0105 -0.0044 -0.0347
C -1.66954 -3.45837 2.49917 -0.0301 -0.0483 -0.0376
C -2.11076 -2.88436 1.17407 0.0591 0.0930 0.0692
O -2.29469 -3.57836 0.19105 0.0453 -0.0212 -0.0531
N -2.29122 -1.53201 1.09928 0.0384 0.0116 -0.0569
C -2.05978 -0.53764 2.12238 -0.0035 -0.0370 -0.0578
H -1.57495 -4.53270 2.37815 0.0023 -0.0018 0.0101
H -0.70931 -3.04676 2.81324 0.0069 -0.0016 -0.0030
H -2.39830 -3.24962 3.28290 -0.0057 0.0138 -0.0040
H -2.63058 -1.22637 0.20037 -0.0753 -0.0156 0.0255
H -2.96374 0.02037 2.36934 -0.0404 -0.0487 -0.0086
H -1.30939 0.18367 1.79141 0.0238 0.0232 0.1060
H -1.69537 -1.01140 3.02841 -0.0045 0.0117 0.0164
C 1.63916 -0.91776 -3.29046 0.1501 0.0448 0.0342
C 1.76247 -1.48169 -1.89168 -0.2961 -0.1269 -0.3220
O 2.60699 -1.05244 -1.10072 -0.3224 0.5126 0.2990
N 0.90064 -2.45431 -1.54530 0.0415 0.0650 0.2003
C -0.15865 -3.05321 -2.34604 0.0539 -0.0347 -0.1649
H 2.42394 -0.17890 -3.42613 -0.0051 0.0041 -0.0120
H 1.75787 -1.69726 -4.04222 0.0008 -0.0034 -0.0008
H 0.66385 -0.45497 -3.45197 -0.0108 -0.0144 0.0041
H 1.05570 -2.82985 -0.62080 -0.0311 -0.0321 -0.0034
H -1.12743 -2.94551 -1.86209 0.0266 -0.0036 0.1047
H 0.02868 -4.11562 -2.49707 0.0259 0.0000 0.0128
H -0.19660 -2.57617 -3.32036 -0.0070 -0.0168 -0.0007
```
Forces are in eV/Å.

Mulliken charges, unit e, in atom order:
1 F -0.297
2 C -0.038
3 C -0.798
4 N 0.027
5 C -0.939
6 C -0.441
7 I 0.176
8 N -0.269
9 H 0.495
10 H 0.426
11 H 0.447
12 H 0.337
13 H 0.094
14 H 0.544
15 H 0.459
16 H 0.488
17 H 0.309
18 C -1.362
19 C 0.795
20 O -0.616
21 N -0.122
22 C -0.464
23 H 0.326
24 H 0.356
25 H 0.392
26 H 0.224
27 H 0.292
28 H -0.167
29 H 0.312
30 C -1.452
31 C 0.864
32 O -0.758
33 N -0.115
34 C -0.825
35 H 0.323
36 H 0.470
37 H 0.387
38 H 0.223
39 H 0.259
40 H 0.296
41 H 0.341

---

Molecular formula: C31H42BrIrN5O4PS2
Method: DFT, ωB97M-V with the def2-TZVPD basis set

Results
Energy above the lowest of the compared OMol25 structures with the same formula, charge and spin in eV: 0.339
Energy in eV: -152286.81356
LUMO level (spin up / spin down) in eV: -8.13 / -11.12
Spin multiplicity: 2
Charge: +3
Orbital gap (spin up / spin down) in eV: 8.19 / 5.19

Structure (XYZ):
```
87
Properties=species:S:1:pos:R:3:forces:R:3
Ir -0.08597 0.09184 -0.09070 0.4246 -0.3379 0.2427
O -2.95595 -3.04115 1.41942 -0.1040 -0.0632 -0.0041
C -3.21849 -3.65169 0.30653 0.1696 0.1671 -0.0093
C -4.14756 -4.72980 0.34729 -0.0137 -0.0464 -0.0261
C -4.43627 -5.38703 -0.80426 -0.0058 -0.0485 -0.1706
C -3.81498 -4.99998 -2.02382 -0.2554 -0.2546 0.1727
C -2.90449 -3.94433 -2.07566 0.2414 0.3376 0.2195
C -2.58382 -3.24532 -0.93109 -0.2068 -0.2805 -0.1053
C -1.63853 -2.11637 -0.95947 0.3255 0.3419 -0.0980
O -1.33347 -1.51201 0.18627 -0.3081 0.0441 -0.0567
N -1.15494 -1.75617 -2.09296 -0.1506 -0.1456 0.0868
N -0.28882 -0.67406 -2.00711 -0.1432 0.2891 -0.3696
C 0.22729 -0.37683 -3.18272 0.0124 -0.1654 0.4042
S 1.40731 0.87024 -3.36869 0.0707 0.1171 -0.0842
C 1.87274 0.39477 -5.06310 -0.0080 -0.0216 0.0067
C 0.62453 -0.11665 -5.74744 -0.0175 0.0157 0.0053
S -0.24062 -1.23034 -4.60056 0.0150 -0.0791 -0.1011
H -2.32468 -2.29219 1.23332 0.0203 0.0124 -0.0043
H -4.59348 -4.98910 1.29795 0.0127 0.0205 0.0175
H -5.13973 -6.20863 -0.80578 0.0066 -0.0001 -0.0010
H -4.05901 -5.54233 -2.92784 0.0185 0.0207 -0.0194
H -2.43997 -3.66231 -3.00971 -0.0250 -0.0193 -0.0261
H 2.65042 -0.36465 -5.00451 -0.0019 0.0014 -0.0083
H 2.26948 1.28297 -5.55225 -0.0056 0.0060 0.0020
H 0.86796 -0.69099 -6.64015 -0.0038 -0.0066 0.0023
H -0.05545 0.69061 -6.01570 0.0134 0.0045 -0.0086
C 3.86129 2.68441 -0.76619 0.0067 -0.0210 0.0109
O 3.83511 1.23961 -0.54623 0.0283 0.0074 -0.0129
C 2.69134 0.66886 -0.38174 -0.0597 0.0001 0.0082
O 1.59956 1.28111 -0.39958 -0.0392 0.1328 -0.0238
N 2.76028 -0.66119 -0.18279 -0.0124 0.0568 -0.0119
N 1.55404 -1.34749 0.02688 0.0448 -0.1097 0.0151
H 4.90924 2.91898 -0.90628 0.0010 0.0017 -0.0003
H 3.46179 3.18899 0.10936 -0.0080 0.0040 -0.0061
H 3.28207 2.92255 -1.65415 -0.0022 0.0027 0.0013
H 3.64809 -1.14420 -0.15144 -0.0043 -0.0047 0.0029
H 1.56277 -1.78141 0.94935 0.0459 -0.0368 -0.0200
H 1.44306 -2.07482 -0.67854 0.0351 -0.0020 -0.0090
Br 1.41638 1.16354 6.39690 0.0125 0.0067 0.0398
C 1.00851 0.87935 4.61052 -0.0072 -0.0044 -0.0570
C 0.42380 -0.31465 4.19545 0.0140 -0.0190 0.0281
C 0.12854 -0.48170 2.86275 0.0972 -0.0442 -0.1144
N 0.36952 0.45851 1.92846 -0.1971 0.1769 0.0803
C 0.93636 1.61026 2.33986 0.0547 -0.0372 -0.1341
C 1.27592 1.85106 3.65282 0.0142 -0.0063 0.0254
H 0.20739 -1.10515 4.90012 -0.0052 0.0036 0.0009
H -0.29983 -1.41151 2.51189 -0.0886 0.0119 0.0070
H 1.09707 2.36418 1.58268 -0.0466 0.0388 0.0043
H 1.72146 2.79698 3.92681 0.0055 -0.0015 -0.0022
C -3.80382 0.63104 -1.74448 0.0204 -0.0040 0.0167
C -2.96212 1.90004 -1.59496 0.0392 0.0245 -0.0440
C -2.04198 2.09225 -2.80547 0.0276 -0.0368 0.0238
C -3.89393 3.12433 -1.62037 0.0288 -0.0061 -0.0105
P -1.85762 1.80304 -0.06122 -0.1696 0.0885 -0.0278
C -1.12609 3.47407 -0.05158 -0.1075 0.0481 0.2197
C -1.82831 4.54502 0.51435 0.0796 -0.0224 0.0589
C -1.33897 5.83835 0.44440 0.0255 0.0269 -0.0175
C -0.14156 6.09782 -0.20786 -0.0388 0.0085 0.0229
C 0.54780 5.05413 -0.80346 0.0057 -0.0348 -0.0065
C 0.05915 3.75650 -0.72824 0.0260 -0.0025 -0.1552
C -2.96178 1.63683 1.50388 -0.0079 0.0729 -0.0584
C -3.20642 0.15486 1.79198 -0.0128 -0.0674 -0.0142
C -2.28319 2.27173 2.72667 0.0647 -0.0315 -0.0025
C -4.36658 2.25920 1.40545 0.0197 0.0134 0.0291
H -4.27451 0.63353 -2.72950 -0.0132 0.0156 0.0108
H -4.60251 0.58204 -1.00547 0.0105 -0.0133 0.0079
H -3.20867 -0.27620 -1.67448 0.0818 -0.0923 -0.0216
H -2.64865 2.04378 -3.71172 -0.0071 0.0201 0.0052
H -1.27513 1.33376 -2.87551 -0.0099 -0.0543 -0.0209
H -1.55773 3.06849 -2.77908 -0.0090 -0.0158 -0.0238
H -4.41497 3.08943 -2.58015 0.0057 0.0186 0.0029
H -3.33991 4.06078 -1.59492 0.0099 0.0053 0.0369
H -4.65400 3.13620 -0.85111 -0.0127 -0.0160 0.0191
H -2.77177 4.38851 1.00991 -0.0209 0.0025 -0.0247
H -1.90143 6.64667 0.89192 -0.0008 0.0004 -0.0020
H 0.23721 7.10918 -0.26753 0.0056 -0.0009 0.0038
H 1.46339 5.25356 -1.34558 -0.0042 -0.0021 -0.0112
H 0.59362 2.97599 -1.24424 -0.0106 -0.0301 0.0040
H -2.28283 -0.39496 1.92478 0.0779 0.0429 0.1077
H -3.79354 -0.31760 1.00241 0.0460 -0.0290 -0.0254
H -3.77636 0.07390 2.71932 -0.0342 0.0161 -0.0274
H -1.25424 1.95879 2.86282 -0.0941 -0.0248 0.0383
H -2.84104 1.97111 3.61563 -0.0197 0.0046 -0.0100
H -2.29259 3.35685 2.68780 0.0122 -0.0099 0.0474
H -4.99737 1.77544 0.66451 0.0109 -0.0005 -0.0157
H -4.37447 3.33007 1.23115 0.0059 0.0203 -0.0296
H -4.83943 2.09840 2.37702 -0.0009 -0.0009 -0.0060
```
Forces are in eV/Å.

Mulliken charges, unit e, in atom order:
1 Ir 2.282
2 O -0.522
3 C 0.782
4 C -0.837
5 C -0.474
6 C -0.619
7 C -0.696
8 C 0.406
9 C 0.363
10 O -1.047
11 N -0.497
12 N 0.988
13 C -0.231
14 S 0.154
15 C -0.637
16 C -0.657
17 S 0.043
18 H 0.285
19 H 0.545
20 H 0.465
21 H 0.482
22 H 0.592
23 H 0.327
24 H 0.480
25 H 0.473
26 H 0.328
27 C -0.573
28 O -0.507
29 C 0.282
30 O -0.485
31 N -0.281
32 N -0.497
33 H 0.348
34 H 0.283
35 H 0.205
36 H 0.264
37 H 0.404
38 H 0.502
39 Br -0.018
40 C -0.186
41 C -0.834
42 C 0.033
43 N 0.604
44 C -0.293
45 C -0.698
46 H 0.534
47 H 0.207
48 H 0.507
49 H 0.563
50 C -1.815
51 C 2.297
52 C -1.854
53 C -1.650
54 P 0.298
55 C 1.065
56 C -1.041
57 C -1.087
58 C -0.946
59 C -0.929
60 C -0.081
61 C 1.898
62 C -1.253
63 C -1.448
64 C -2.102
65 H 0.568
66 H 0.253
67 H 0.250
68 H 0.623
69 H 0.151
70 H 0.307
71 H 0.555
72 H 0.418
73 H 0.327
74 H 0.221
75 H 0.515
76 H 0.445
77 H 0.516
78 H 0.324
79 H -0.743
80 H 0.408
81 H 0.780
82 H 0.213
83 H 0.590
84 H 0.422
85 H 0.498
86 H 0.276
87 H 0.585

---

Molecular formula: C5H13NOS
Method: DFT, ωB97M-V with the def2-TZVPD basis set

Results
Energy above the lowest of the compared OMol25 structures with the same formula, charge and spin in eV: 1.260
Energy in eV: -19767.84183
LUMO level in eV: 0.72
Orbital gap in eV: 9.62

Structure (XYZ):
```
21
Properties=species:S:1:pos:R:3:forces:R:3
C 1.43415 -0.26140 2.36537 0.0790 0.1709 0.0433
C 0.64345 0.77665 2.16695 0.0133 0.5267 -0.3631
O -0.54573 0.89620 2.83627 -0.2665 -0.1403 -0.1073
C 0.95166 1.91879 1.22754 -0.3499 -0.0930 0.3265
H 2.38603 -0.26142 1.85826 0.1345 -0.2848 0.1348
H 1.12508 -1.04302 3.03978 0.1627 -0.1842 0.0064
H -1.22795 1.07646 2.17051 -0.0171 0.0150 0.1760
H 2.01640 2.03566 1.06572 0.1343 -0.0758 -0.1089
H 0.45358 1.76072 0.26970 0.0173 0.0375 -0.1104
H 0.55413 2.84467 1.64706 0.0882 0.0009 0.0034
C -0.79609 -0.65877 -2.35311 -0.0372 -0.1907 0.1375
C -0.73524 -0.80637 -0.83807 0.1673 -0.1548 -0.1642
S -2.22133 -0.12697 -0.04029 -0.0032 -0.0216 0.0004
N 0.50786 -0.99951 -2.92202 -0.0954 -0.0160 0.0035
H -1.62114 -1.27402 -2.73373 -0.0206 0.0598 -0.0114
H -1.03587 0.37741 -2.58792 0.0752 0.0833 -0.1214
H -0.63129 -1.85405 -0.55623 -0.0844 0.0097 0.0113
H 0.15119 -0.30599 -0.46195 0.0243 0.1404 0.0732
H -2.62175 -1.25899 0.54735 -0.0461 0.0446 0.0520
H 0.69751 -1.98534 -2.77766 0.0373 0.0299 0.0012
H 0.51537 -0.85071 -3.92353 -0.0130 0.0424 0.0171
```
Forces are in eV/Å.

Mulliken charges, unit e, in atom order:
1 C -0.947
2 C 0.720
3 O -0.507
4 C -1.066
5 H 0.270
6 H 0.293
7 H 0.313
8 H 0.350
9 H 0.236
10 H 0.343
11 C -0.519
12 C -0.547
13 S -0.276
14 N -0.584
15 H 0.285
16 H 0.378
17 H 0.417
18 H 0.238
19 H 0.158
20 H 0.214
21 H 0.228